one.
The following is a quantum chemistry calculation of a cluster of 7 separate species, C7H28N14O7 in total, from OMol25.

```
56
Properties=species:S:1:pos:R:3:nbo_charge:R:1
N 4.192 -1.175 0.249 -0.816
C 5.165 -0.684 0.895 0.739
N 6.319 -1.093 0.439 -0.829
O 5.025 0.208 1.740 -0.685
H 3.270 -0.785 0.381 0.433
H 4.408 -1.867 -0.454 0.360
H 6.297 -1.704 -0.365 0.372
H 7.129 -0.681 0.881 0.421
N 1.154 0.185 3.359 -0.856
C 1.512 1.076 4.238 0.758
N 2.680 1.611 3.855 -0.847
O 0.991 1.154 5.292 -0.673
H 0.428 -0.477 3.595 0.385
H 1.433 0.288 2.394 0.408
H 3.052 2.197 4.588 0.389
H 2.955 1.689 2.887 0.412
N -3.447 3.561 1.857 -0.854
C -2.838 2.977 2.892 0.764
N -2.876 3.831 3.819 -0.801
O -2.436 1.856 2.982 -0.685
H -3.692 4.541 1.874 0.384
H -4.127 2.913 1.487 0.403
H -3.670 4.454 3.802 0.394
H -2.409 3.534 4.664 0.405
N -2.463 -2.362 -4.508 -0.819
C -2.181 -3.353 -3.722 0.751
N -2.360 -3.040 -2.428 -0.853
O -1.713 -4.415 -4.072 -0.652
H -2.794 -1.457 -4.203 0.385
H -2.325 -2.420 -5.507 0.413
H -2.044 -3.623 -1.667 0.413
H -2.786 -2.152 -2.204 0.365
N -4.400 0.171 1.311 -0.853
C -5.527 0.655 0.833 0.774
N -6.007 -0.128 -0.168 -0.868
O -5.947 1.714 1.075 -0.653
H -4.200 -0.770 1.004 0.384
H -3.925 0.813 1.930 0.438
H -6.781 0.062 -0.788 0.404
H -5.615 -1.005 -0.482 0.370
N 3.982 -1.429 -4.854 -0.789
C 3.456 -0.446 -4.300 0.728
N 3.985 -0.414 -3.126 -0.822
O 2.644 0.362 -4.751 -0.669
H 4.728 -1.917 -4.379 0.376
H 3.514 -1.854 -5.642 0.404
H 3.886 0.377 -2.506 0.412
H 4.501 -1.220 -2.803 0.360
N -0.822 0.298 0.499 -0.847
C 0.435 0.297 0.002 0.780
N 0.469 -0.361 -1.134 -0.815
O 1.407 0.732 0.651 -0.716
H -1.614 -0.128 0.038 0.372
H -1.017 0.768 1.372 0.441
H 1.405 -0.550 -1.463 0.415
H -0.406 -0.813 -1.358 0.393
```

Values from the calculation:
E_HOMO = -0.3145 Ha
SMILES = NC(N)=O.NC(N)=O.NC(N)=O.NC(N)=O.NC(N)=O.NC(N)=O.NC(N)=O
HOMO-LUMO gap = 8.080 eV
2S+1 = 1

=====

two.
The following is a quantum chemistry calculation of a cluster of 7 separate species, C7H28N14O7 in total, from OMol25.

```
56
Properties=species:S:1:pos:R:3:nbo_charge:R:1
N 3.425 0.967 -2.307 -0.835
C 3.556 0.510 -3.578 0.775
N 2.714 -0.576 -3.877 -0.901
O 4.459 0.834 -4.324 -0.650
H 2.658 0.605 -1.772 0.399
H 4.046 1.692 -2.009 0.401
H 3.171 -1.103 -4.599 0.408
H 1.735 -0.477 -3.682 0.401
N 0.659 -4.264 1.446 -0.815
C 0.685 -2.967 1.780 0.801
N 1.911 -2.362 1.653 -0.829
O -0.302 -2.279 2.057 -0.737
H -0.200 -4.720 1.198 0.414
H 1.498 -4.728 1.152 0.393
H 1.969 -1.373 1.813 0.417
H 2.677 -2.894 1.288 0.393
N -3.030 -1.287 2.532 -0.832
C -3.480 -0.358 1.665 0.792
N -4.539 0.391 2.080 -0.845
O -3.015 -0.207 0.533 -0.742
H -3.392 -1.248 3.469 0.387
H -2.126 -1.701 2.343 0.449
H -4.861 1.026 1.367 0.409
H -4.851 0.576 3.015 0.399
N 0.353 0.024 3.547 -0.884
C 0.989 0.284 4.736 0.775
N 0.682 1.539 5.199 -0.855
O 1.791 -0.454 5.263 -0.645
H -0.508 0.489 3.312 0.375
H 0.425 -0.895 3.110 0.420
H 1.193 1.883 5.989 0.406
H -0.006 2.109 4.746 0.385
N -4.226 -2.136 -1.135 -0.870
C -3.510 -2.734 -2.126 0.777
N -3.941 -4.012 -2.411 -0.859
O -2.680 -2.160 -2.801 -0.663
H -4.977 -2.482 -0.571 0.392
H -3.783 -1.256 -0.870 0.424
H -4.556 -4.497 -1.786 0.382
H -3.598 -4.456 -3.241 0.404
N -0.020 0.904 0.454 -0.872
C -0.176 1.128 -0.895 0.777
N -1.095 0.313 -1.465 -0.843
O 0.495 1.945 -1.519 -0.717
H 0.797 1.285 0.888 0.406
H -0.716 0.312 0.871 0.405
H -1.288 0.413 -2.446 0.407
H -1.853 -0.043 -0.890 0.421
N 4.029 5.434 -2.042 -0.858
C 3.013 5.066 -2.868 0.768
N 2.307 3.993 -2.399 -0.846
O 2.796 5.537 -3.969 -0.658
H 4.289 4.861 -1.266 0.385
H 4.517 6.262 -2.327 0.406
H 1.434 3.737 -2.822 0.420
H 2.454 3.553 -1.509 0.381
```

Values from the calculation:
E_HOMO = -0.3298 Ha
SMILES = NC(N)=O.NC(N)=O.NC(N)=O.NC(N)=O.NC(N)=O.NC(N)=O.NC(N)=O
HOMO-LUMO gap = 8.906 eV
2S+1 = 1

=====

three.
The following is a quantum chemistry calculation of a structure of composition C7H28N14O7, from OMol25.

```
56
Properties=species:S:1:pos:R:3:nbo_charge:R:1
C -35.374 16.001 17.126 0.763
O -34.234 16.407 16.766 -0.705
N -36.510 16.129 16.509 -0.828
N -35.563 15.516 18.380 -0.863
H -36.458 16.568 15.601 0.388
H -37.409 15.749 16.769 0.390
H -34.846 15.543 19.091 0.393
H -36.407 15.069 18.709 0.349
C -35.574 15.975 23.078 0.761
O -34.533 16.661 22.900 -0.670
N -35.992 15.741 24.287 -0.803
N -36.118 15.160 22.271 -0.828
H -35.435 16.036 25.076 0.409
H -36.516 14.888 24.423 0.385
H -37.101 14.984 22.419 0.387
H -35.669 14.957 21.389 0.430
C -31.675 15.147 19.166 0.800
O -32.054 14.066 18.872 -0.646
N -30.453 15.590 19.294 -0.811
N -32.540 16.091 19.492 -0.808
H -30.320 16.507 19.696 0.404
H -29.787 15.048 18.762 0.406
H -33.522 15.854 19.496 0.400
H -32.216 16.640 20.275 0.372
C -34.653 13.769 20.190 0.802
O -34.690 14.963 20.039 -0.727
N -35.610 13.075 20.609 -0.760
N -33.621 13.011 19.987 -0.810
H -35.553 12.087 20.407 0.394
H -36.529 13.483 20.708 0.387
H -33.640 12.023 20.196 0.377
H -32.882 13.597 19.627 0.398
C -33.968 10.043 18.844 0.706
O -34.457 10.811 17.959 -0.652
N -34.471 9.728 19.958 -0.823
N -32.910 9.401 18.785 -0.761
H -35.319 10.226 20.190 0.403
H -34.041 9.112 20.632 0.396
H -32.775 8.893 19.648 0.379
H -32.355 9.442 17.942 0.424
C -32.521 14.602 22.863 0.748
O -31.606 13.778 22.878 -0.742
N -33.081 15.202 23.866 -0.852
N -33.110 14.937 21.831 -0.876
H -32.865 14.813 24.773 0.375
H -33.951 15.617 23.566 0.379
H -32.958 14.354 21.020 0.395
H -33.716 15.744 21.779 0.418
C -37.373 11.000 19.168 0.745
O -36.991 12.166 19.085 -0.708
N -38.653 10.849 19.544 -0.848
N -36.682 9.926 18.842 -0.866
H -39.006 11.754 19.821 0.416
H -38.985 9.906 19.684 0.390
H -37.123 9.080 18.512 0.400
H -35.731 10.183 18.617 0.413
```

Values from the calculation:
E_HOMO = -0.2920 Ha
HOMO-LUMO gap = 7.941 eV
2S+1 = 1

=====

Stability summary - winner: two; margin: 96.5 kcal/mol.

=====

one.
The following is a quantum chemistry calculation of a cluster of 7 separate species, C7H28N14O7 in total, from OMol25.

```
56
Properties=species:S:1:pos:R:3:nbo_charge:R:1
N 19.223 10.955 21.654 -0.860
C 18.345 10.002 22.094 0.771
N 18.973 8.781 22.283 -0.875
O 17.109 10.073 22.048 -0.681
H 18.902 11.835 21.307 0.403
H 20.157 10.594 21.498 0.413
H 19.950 8.700 22.530 0.409
H 18.421 8.004 22.595 0.392
N 20.454 4.969 19.127 -0.842
C 21.223 5.913 18.484 0.789
N 22.377 6.218 19.148 -0.846
O 20.857 6.460 17.435 -0.707
H 19.613 4.679 18.667 0.412
H 20.586 4.915 20.118 0.394
H 22.614 5.908 20.077 0.395
H 23.060 6.888 18.847 0.413
N 20.723 8.678 15.665 -0.853
C 21.299 9.628 14.847 0.774
N 20.455 10.023 13.834 -0.853
O 22.479 9.948 14.973 -0.681
H 19.853 8.278 15.374 0.383
H 21.180 8.195 16.419 0.427
H 19.546 9.650 13.672 0.399
H 20.818 10.751 13.244 0.399
N 24.511 14.746 22.859 -0.853
C 23.798 13.559 22.881 0.773
N 23.151 13.255 21.711 -0.856
O 23.869 12.786 23.841 -0.673
H 25.207 14.964 23.543 0.403
H 24.648 15.163 21.956 0.372
H 23.066 13.984 21.028 0.383
H 22.599 12.412 21.694 0.441
N 23.311 8.641 22.379 -0.845
C 22.610 7.477 22.357 0.781
N 23.384 6.339 22.475 -0.865
O 21.385 7.402 22.392 -0.692
H 24.283 8.749 22.589 0.400
H 22.846 9.480 22.046 0.436
H 22.918 5.452 22.533 0.400
H 24.374 6.316 22.628 0.396
N 21.012 15.599 15.511 -0.837
C 21.323 14.425 16.131 0.775
N 20.995 13.255 15.474 -0.834
O 21.710 14.379 17.303 -0.688
H 20.793 15.540 14.534 0.382
H 20.937 16.467 15.998 0.416
H 21.408 12.482 15.963 0.408
H 20.974 13.242 14.470 0.378
N 22.223 11.237 18.459 -0.847
C 21.959 10.415 19.513 0.801
N 21.575 9.133 19.187 -0.848
O 21.858 10.849 20.675 -0.751
H 22.208 12.235 18.581 0.438
H 22.491 10.783 17.597 0.407
H 21.295 9.041 18.234 0.398
H 21.183 8.559 19.915 0.426
```

Values from the calculation:
E_HOMO = -0.3238 Ha
SMILES = NC(N)=O.NC(N)=O.NC(N)=O.NC(N)=O.NC(N)=O.NC(N)=O.NC(N)=O
HOMO-LUMO gap = 9.092 eV
2S+1 = 1

=====

two.
The following is a quantum chemistry calculation of a cluster of 7 separate species, C7H28N14O7 in total, from OMol25.

```
56
Properties=species:S:1:pos:R:3:nbo_charge:R:1
N -5.694 12.309 -5.091 -0.828
C -6.137 13.140 -6.010 0.753
N -6.272 12.668 -7.251 -0.837
O -6.332 14.362 -5.844 -0.671
H -5.612 11.332 -5.331 0.376
H -5.018 12.587 -4.394 0.413
H -6.183 13.383 -7.959 0.412
H -6.086 11.703 -7.486 0.381
N -5.695 12.761 1.979 -0.849
C -6.028 13.766 1.186 0.764
N -4.917 14.375 0.729 -0.862
O -7.056 14.130 0.965 -0.606
H -4.708 12.621 2.138 0.370
H -6.319 12.251 2.587 0.403
H -5.004 15.244 0.221 0.405
H -4.005 14.057 1.022 0.374
N 2.400 16.514 -9.575 -0.817
C 3.536 15.981 -9.245 0.744
N 4.487 16.711 -9.673 -0.815
O 3.758 14.918 -8.625 -0.704
H 1.530 16.009 -9.483 0.404
H 2.329 17.414 -10.026 0.384
H 4.368 17.597 -10.144 0.391
H 5.364 16.244 -9.490 0.415
N 6.009 13.431 1.833 -0.825
C 6.919 14.356 1.642 0.743
N 7.521 14.206 0.499 -0.822
O 7.013 15.397 2.250 -0.664
H 5.838 12.793 1.069 0.379
H 5.378 13.469 2.621 0.413
H 8.212 14.848 0.137 0.409
H 7.277 13.422 -0.089 0.368
N 0.701 13.507 -4.139 -0.823
C 1.221 14.010 -3.036 0.752
N 2.377 14.540 -3.323 -0.814
O 0.761 13.898 -1.852 -0.690
H 1.286 13.422 -4.958 0.380
H -0.015 12.807 -4.013 0.405
H 2.651 14.551 -4.295 0.378
H 3.056 14.828 -2.633 0.411
N -1.750 8.001 -1.752 -0.803
C -0.821 7.364 -2.288 0.734
N -1.328 6.795 -3.347 -0.830
O 0.370 7.443 -2.040 -0.663
H -1.461 8.371 -0.858 0.396
H -2.670 7.586 -1.718 0.384
H -0.814 6.248 -4.023 0.402
H -2.192 7.221 -3.652 0.379
N -0.633 9.821 -9.093 -0.819
C -1.841 9.372 -9.324 0.752
N -2.196 9.195 -10.597 -0.835
O -2.685 9.044 -8.441 -0.709
H -0.322 9.746 -8.136 0.418
H -0.039 10.100 -9.861 0.396
H -1.667 9.415 -11.429 0.386
H -3.182 9.009 -10.713 0.411
```

Values from the calculation:
E_HOMO = -0.3500 Ha
SMILES = NC(N)=O.NC(N)=O.NC(N)=O.NC(N)=O.NC(N)=O.NC(N)=O.NC(N)=O
HOMO-LUMO gap = 9.469 eV
2S+1 = 1

=====

Stability summary - winner: one; margin: 115.3 kcal/mol.

=====

one.
The following is a quantum chemistry calculation of a cluster of 2 separate species, C3H10OSSi in total, from OMol25.

```
16
Properties=species:S:1:pos:R:3:nbo_charge:R:1
C 1.453 1.215 0.632 -0.360
C 1.735 0.309 -0.282 -0.638
Si 2.407 -1.407 0.097 0.829
H 1.598 0.940 1.698 0.200
H 0.898 2.196 0.291 0.207
H 1.529 0.528 -1.349 0.214
H 2.669 -2.357 -1.185 -0.140
H 1.313 -2.243 0.676 -0.153
H 3.483 -1.087 0.998 -0.159
C -1.992 1.089 -0.625 -0.771
S -2.942 0.236 0.666 0.455
O -2.758 -1.426 0.370 -0.875
H -2.827 1.377 -1.369 0.225
H -1.133 0.548 -0.918 0.244
H -1.896 2.059 -0.074 0.233
H -3.536 -1.976 0.374 0.491
```

Values from the calculation:
E_HOMO = -0.3068 Ha
SMILES = C=C[SiH3].CSO
HOMO-LUMO gap = 9.054 eV
2S+1 = 1

=====

two.
The following is a quantum chemistry calculation of a cluster of 2 separate species, C3H10OSSi in total, from OMol25.

```
16
Properties=species:S:1:pos:R:3:nbo_charge:R:1
C 1.622 -0.882 1.063 -1.148
C 1.231 0.400 -1.871 -1.172
C -2.493 -0.619 0.015 -0.688
O 0.665 1.673 0.749 -1.123
Si 0.640 0.237 -0.081 1.642
S -3.183 0.173 1.392 0.029
H 1.545 -0.542 2.042 0.230
H 1.417 -2.014 0.966 0.251
H 2.615 -0.645 0.741 0.228
H 0.725 -0.177 -2.635 0.253
H 1.134 1.503 -2.129 0.256
H 2.347 0.196 -1.991 0.238
H -3.134 -0.451 -0.817 0.191
H -2.286 -1.626 0.134 0.185
H 1.156 1.733 1.663 0.509
H -4.001 1.040 0.760 0.118
```

Values from the calculation:
E_HOMO (spin up / spin down) = -0.2391 / -0.2641 Ha
HOMO-LUMO gap (spin up / spin down) = 6.847 / 7.394 eV
2S+1 = 1

=====

Stability summary - winner: two; margin: 27.1 kcal/mol.

=====

one.
The following is a quantum chemistry calculation of a cluster of 2 separate species, C3H10OSSi in total, from OMol25.

```
16
Properties=species:S:1:pos:R:3:nbo_charge:R:1
C 1.662 -2.555 0.036 -0.867
C -2.230 1.930 -0.026 -0.815
C -0.014 0.209 -0.147 -1.143
O -2.477 -0.587 -0.519 -0.986
Si 1.242 1.244 0.485 1.056
S -1.753 0.183 0.509 1.241
H 1.842 -3.749 -0.186 0.211
H 2.618 -2.330 -0.283 0.207
H 0.978 -2.637 -0.691 0.219
H -3.183 1.772 -0.631 0.258
H -1.372 2.449 -0.513 0.227
H -2.426 2.512 0.893 0.215
H -0.119 0.092 -1.232 0.273
H 1.139 2.369 1.333 -0.174
H 2.687 1.119 0.021 -0.151
H 1.407 -2.020 0.952 0.228
```

Values from the calculation:
E_HOMO = -0.3175 Ha
HOMO-LUMO gap = 7.811 eV
2S+1 = 1

=====

two.
The following is a quantum chemistry calculation of a cluster of 2 separate species, C3H10OSSi in total, from OMol25.

```
16
Properties=species:S:1:pos:R:3:nbo_charge:R:1
C 2.135 -1.059 -0.142 -0.620
C 1.437 0.113 0.451 -0.408
C 0.870 1.080 -0.649 -0.628
O -1.386 1.800 0.205 -0.793
Si -3.717 -0.822 0.293 0.391
S -0.045 2.449 0.033 0.929
H 1.803 -1.887 0.452 0.225
H 1.759 -1.213 -1.175 0.211
H 3.308 -0.882 -0.127 0.217
H 2.004 0.802 1.009 0.200
H 0.609 -0.093 1.169 0.211
H 0.212 0.478 -1.370 0.240
H 1.777 1.521 -1.129 0.217
H -3.406 0.677 0.624 -0.102
H -2.473 -1.444 -0.383 -0.143
H -4.886 -1.521 0.740 -0.147
```

Values from the calculation:
E_HOMO (spin up / spin down) = -0.3244 / -0.2545 Ha
HOMO-LUMO gap (spin up / spin down) = 8.684 / 5.988 eV
2S+1 = 1

=====

three.
The following is a quantum chemistry calculation of a structure of composition C3H10OSSi, from OMol25.

```
16
Properties=species:S:1:pos:R:3:nbo_charge:R:1
C -0.567 -1.216 -0.859 -0.629
C 2.294 -0.195 0.643 -0.759
C -0.542 -0.123 0.340 -0.804
O 1.165 1.474 -1.062 -0.981
Si -1.980 1.067 0.290 0.888
S 0.843 1.144 0.320 1.222
H -0.317 -0.740 -1.821 0.232
H -1.422 -1.768 -1.098 0.225
H 0.208 -1.930 -0.772 0.213
H 3.034 0.503 0.940 0.214
H 2.535 -0.587 -0.349 0.233
H 2.105 -0.935 1.392 0.208
H -0.205 -0.524 1.217 0.230
H -3.109 0.181 -0.048 -0.170
H -1.802 2.008 -0.694 -0.158
H -2.240 1.642 1.559 -0.165
```

Values from the calculation:
E_HOMO = -0.3380 Ha
HOMO-LUMO gap = 9.924 eV
2S+1 = 1

=====

Stability summary - winner: three; margin: 44.0 kcal/mol.

=====

one.
The following is a quantum chemistry calculation of a structure of composition C3H6ClNS, from OMol25.

```
12
Properties=species:S:1:pos:R:3:nbo_charge:R:1
C 0.443 2.085 0.457 -0.328
C 0.249 -1.745 -0.150 -0.402
C -0.527 0.467 0.156 0.006
N 0.227 -0.392 -0.501 -0.642
S 1.950 2.272 0.099 0.135
Cl -1.987 1.099 -0.801 -0.139
H -0.320 2.724 0.904 0.184
H -0.046 -1.887 0.846 0.199
H -0.383 -2.364 -0.756 0.185
H 1.175 -2.228 -0.115 0.199
H -0.845 0.227 1.282 0.218
H 0.063 -0.257 -1.421 0.385
```

Values from the calculation:
E_HOMO = -0.3007 Ha
HOMO-LUMO gap = 8.157 eV
2S+1 = 1

=====

two.
The following is a quantum chemistry calculation of an isolated molecule of C3H6ClNS, from OMol25.

```
12
Properties=species:S:1:pos:R:3:nbo_charge:R:1
C -1.385 -0.282 -1.170 -0.611
C -0.380 0.735 -0.399 -0.231
Cl 0.138 2.243 -1.248 -0.059
C 0.855 0.073 0.165 0.075
N 0.916 -0.137 1.421 -0.536
S 2.291 -0.981 1.978 0.174
H -2.237 0.390 -1.459 0.228
H -0.900 -0.822 -1.996 0.219
H -1.775 -0.991 -0.463 0.224
H -0.897 1.104 0.517 0.230
H 1.567 -0.286 -0.585 0.164
H 1.807 -1.046 3.239 0.123
```

Values from the calculation:
E_HOMO = -0.3356 Ha
SMILES = C[C@H](Cl)/C=N/S
HOMO-LUMO gap = 9.971 eV
2S+1 = 1

=====

Stability summary - winner: two; margin: 40.5 kcal/mol.